Record 1
Here is a structure of composition C9H21ClI2N2OPSTl at a distorted geometry from the Open Molecules 2025 dataset. Energies are from ωB97M-V/def2-TZVPD.

Charge   +2
Highest occupied orbital energy (alpha / beta)   -13.55 / -13.46 eV
Relative energy (zero: lowest compared OMol25 entry of this formula, charge and spin)   0.00 kJ/mol
LUMO energy (alpha / beta)   -10.641 / -10.533 eV

Structure (XYZ):
```
39
Properties=species:S:1:pos:R:3:forces:R:3
I -1.982228 -1.045440 -1.470019 0.2 -0.5 0.0
I -1.132453 1.916332 -2.044154 0.5 -0.2 -0.2
Tl 2.722682 -0.399258 0.142761 0.1 -0.1 -0.2
P -0.072178 1.008127 -4.054130 0.7 0.1 -1.0
C -1.357246 0.662031 -5.263327 -0.3 0.0 0.3
C 0.995814 2.288427 -4.718232 -0.1 0.3 0.4
H 1.806198 -0.164882 -3.154318 -0.3 0.0 -0.2
H 1.229492 -0.857844 -4.720091 -0.2 0.2 0.2
H 0.324239 -1.197260 -3.199047 0.3 0.1 -0.3
C 0.919510 -0.452097 -3.744046 -0.1 -0.2 0.5
H 1.877921 2.373554 -4.069259 -0.1 0.0 -0.1
H 1.295933 2.007254 -5.738404 -0.1 0.0 0.3
H -0.880197 0.311560 -6.191034 0.0 0.1 0.3
H -1.923478 1.579686 -5.470944 0.1 -0.2 0.0
H 0.444713 3.236294 -4.739624 0.2 -0.1 -0.1
H -2.029276 -0.112466 -4.874784 0.1 0.1 -0.2
C -4.378351 0.465863 -1.415986 -1.7 1.2 0.0
O -5.311403 1.103589 -1.421703 1.3 -0.9 0.0
Cl 2.998924 1.527110 -1.613018 -0.4 -0.1 -0.1
C 2.694907 -0.142875 3.561991 0.0 0.2 0.1
N 1.355924 -0.741350 3.530988 -0.3 0.4 -1.3
C 1.315513 -2.200570 3.732372 0.0 -0.2 0.6
C 0.365182 -0.155190 2.773721 -0.1 -0.8 0.8
S 0.700529 1.005728 1.565415 -0.3 0.0 0.0
N -0.902199 -0.553438 3.065940 0.8 0.8 0.0
C -1.232288 -0.949758 4.447890 -0.1 -0.4 0.1
C -2.017389 -0.013459 2.291860 -0.1 -0.1 -0.2
H 3.181802 -0.447857 4.499050 -0.1 0.1 -0.3
H 2.608476 0.950925 3.520973 0.1 -0.4 0.1
H 3.323892 -0.468864 2.712357 -0.2 0.0 0.4
H 1.147437 -2.428223 4.796066 0.1 -0.1 -0.4
H 0.525694 -2.673267 3.133586 0.2 0.3 0.2
H 2.280743 -2.633125 3.436583 -0.2 0.2 0.1
H -2.157532 -0.443782 4.746026 0.3 -0.1 -0.1
H -1.394566 -2.035673 4.513540 0.1 0.3 0.1
H -0.429608 -0.657631 5.135031 -0.2 -0.1 -0.3
H -2.055028 1.084760 2.356988 0.0 -0.3 0.0
H -1.923239 -0.302957 1.234788 0.0 0.2 0.5
H -2.936871 -0.443956 2.704189 0.2 0.1 -0.2
```
Forces are in eV/Å.


Record 2
Here is a structure of composition C9H21ClI2NP2STi at a distorted geometry from the Open Molecules 2025 dataset. Energies are from ωB97M-V/def2-TZVPD.

Charge   +2
Highest occupied orbital energy (alpha / beta)   -12.75 / -12.74 eV
Relative energy (zero: lowest compared OMol25 entry of this formula, charge and spin)   113.62 kJ/mol
Multiplicity   2
Expectation value of S²   0.76
LUMO energy (alpha / beta)   -8.975 / -8.543 eV

Structure (XYZ):
```
38
Properties=species:S:1:pos:R:3:forces:R:3
I -0.225763 -2.600107 2.613693 0.2 -1.5 -0.3
I 0.623720 1.288898 2.213861 -1.5 0.8 1.1
Ti 0.091368 -0.890077 -2.321552 1.2 0.7 -1.4
P 2.330896 -0.036649 -1.331179 2.5 0.8 -0.7
C 2.940708 -0.358729 0.344723 0.1 0.3 -0.1
C 3.481667 -0.886354 -2.643205 -1.2 0.7 0.7
H 4.177912 -0.097895 -3.007916 -0.6 -0.9 0.1
H 4.181656 1.402411 -1.858486 -0.4 0.4 0.3
H 2.734454 -1.136718 -3.403041 0.6 -0.2 -0.5
H 2.639598 2.000076 -2.604044 0.5 0.1 0.1
H 2.835471 -1.407887 0.534440 0.1 -0.7 0.4
H 4.020108 -1.768820 -2.311294 -0.1 -0.1 0.1
C 3.123182 1.637524 -1.686896 -1.5 0.3 0.3
H 3.997632 -0.058390 0.351835 -0.2 -0.2 0.0
H 2.972651 2.396999 -0.886205 0.1 -0.7 -0.5
H 2.367952 0.199014 1.114922 0.7 -0.5 -0.9
P -1.941894 0.009763 -1.472838 -2.2 1.2 -0.4
C -2.548098 -0.022531 0.210974 -0.4 -0.1 0.4
C -2.245080 1.735636 -1.966020 0.1 0.9 -0.4
H -2.714461 -1.170710 -3.442674 -0.9 0.6 0.4
H -4.075317 -0.073414 -2.761818 0.8 -0.5 0.0
H -3.696524 -1.704844 -2.046667 0.5 1.0 -0.4
C -3.252709 -0.787196 -2.534242 0.4 -1.6 0.1
H -1.555526 2.089162 -2.752107 -0.4 -0.1 0.5
H -3.271708 1.717933 -2.395416 0.7 0.4 0.4
H -3.530699 -0.508627 0.052003 0.3 0.4 0.8
H -2.604725 1.012453 0.604400 -0.2 -0.7 -0.3
H -2.200467 2.424889 -1.100219 0.0 -0.4 -0.5
H -1.932512 -0.596614 0.896709 0.0 -0.3 0.1
Cl -0.195665 0.321778 -4.175808 0.5 -1.1 1.1
S 0.141539 -1.258465 5.768969 -0.2 0.1 0.2
C -1.421893 -0.519573 5.672059 -0.9 0.0 -1.7
C -1.711503 -0.023539 4.407723 1.8 1.0 1.3
N -0.611934 -0.065617 3.512238 0.5 -1.4 0.4
C 0.379472 -1.052776 4.043452 0.9 1.3 -1.1
H -2.147928 -0.665371 6.472039 0.2 0.1 -0.3
H -2.662620 0.406246 4.086900 0.5 -0.1 0.2
H 1.507042 -0.951877 3.800683 -2.2 0.2 0.4
```
Forces are in eV/Å.


Record 3
Here is a structure of composition C9H21CuNO6 at a distorted geometry from the Open Molecules 2025 dataset. Energies are from ωB97M-V/def2-TZVPD.

Highest occupied orbital energy (alpha / beta)   -6.97 / -6.91 eV
Multiplicity   2
Expectation value of S²   0.76
LUMO energy (alpha / beta)   -0.850 / -1.929 eV

Structure (XYZ):
```
38
Properties=species:S:1:pos:R:3:forces:R:3
Cu 0.110399 0.291777 1.923326 0.5 -1.3 1.4
C 0.785269 -3.585103 2.133466 0.2 0.2 1.0
C -0.269721 -2.716373 2.880856 0.2 0.9 0.7
O 0.082549 -1.433873 3.438486 0.2 -0.1 -2.3
H 0.432139 -4.574813 1.843866 -0.9 0.2 -0.7
H 1.479969 -3.971973 2.878996 0.7 0.8 0.2
H 1.311699 -3.077573 1.325136 -0.1 -0.1 0.1
H -0.550691 -3.353493 3.719446 -0.2 -0.1 0.4
H -1.188021 -2.633853 2.299466 -0.2 0.0 -0.5
C 0.967849 4.328327 0.883336 0.0 0.5 0.5
C 1.244199 2.872977 1.061986 -0.1 -1.0 0.8
O 1.280849 2.396357 2.404626 -0.5 -0.1 -1.8
H 0.094289 4.622677 1.465016 0.3 0.1 0.4
H 0.686479 4.640217 -0.122474 0.5 -0.3 -0.3
H 1.894599 4.801937 1.207256 -0.4 0.8 0.0
H 2.153389 2.556357 0.550896 0.4 0.0 0.1
H 0.495569 2.308237 0.506356 -0.6 -0.7 0.1
C -3.798701 0.720977 -0.151004 -0.4 0.0 0.9
N -2.938781 1.677487 0.682126 1.3 0.6 -1.5
O -1.922561 1.174477 1.169956 -1.1 0.4 0.0
O -3.152881 2.886927 0.639056 -0.2 -1.9 0.3
H -4.801261 0.718767 0.276756 0.1 0.2 0.0
H -3.372771 -0.277773 -0.055264 0.1 0.3 0.0
H -3.868841 1.052757 -1.186904 0.3 0.3 0.3
O 0.838039 -0.791053 -0.027904 1.3 -0.4 -3.4
C 1.459429 -1.142373 -1.072044 0.1 0.4 3.1
O 1.269699 -0.677183 -2.303764 -1.2 0.6 0.5
C 0.059939 0.149837 -2.552484 -0.1 0.0 -2.1
C -0.118131 0.169937 -4.101494 0.6 -1.1 -0.1
C 2.493149 -2.292483 -0.958554 -0.9 0.3 -0.5
H 0.117479 1.176627 -2.191234 0.4 -0.3 0.6
H -0.841941 -0.352743 -2.203004 0.4 0.0 0.6
H 0.588449 0.701607 -4.738804 0.2 0.5 0.7
H -1.111731 0.410017 -4.479954 -0.1 0.2 0.6
H 0.054039 -0.863463 -4.402374 -0.2 -0.2 -0.1
H 3.175559 -2.253903 -0.109484 -0.6 0.4 0.2
H 3.104619 -2.576763 -1.814924 -0.4 0.6 -0.4
H 1.756369 -3.083493 -0.818744 0.4 -0.6 0.3
```
Forces are in eV/Å.


Record 4
Here is a cluster of 2 separate species, C9H21INO9PS in total at a distorted geometry from the Open Molecules 2025 dataset. Energies are from ωB97M-V/def2-TZVPD.

Highest occupied orbital energy   -8.90 eV
SMILES   C[C@H](O)CNCCOOC(=O)OP(O)I.CCOS(C)(=O)=O
LUMO energy   0.241 eV

Structure (XYZ):
```
43
Properties=species:S:1:pos:R:3:forces:R:3
C -3.640552 1.808942 0.362917 0.3 -0.5 0.0
C -2.438900 1.699644 1.312712 -0.2 1.0 -0.7
O -2.188904 2.992138 1.872497 0.3 -0.1 0.1
C -1.209062 1.340139 0.513857 0.2 -0.8 0.8
N -0.125309 0.811748 1.342369 0.3 -0.2 -0.4
C 1.046370 0.473291 0.514525 -0.2 0.7 0.2
C 2.352104 1.025992 1.089637 -0.4 -0.5 -0.2
O 2.025088 2.224087 1.765818 0.2 0.3 0.0
O 3.258480 2.955945 1.973003 -0.2 0.3 0.2
C 2.975337 4.222435 1.552485 0.4 1.5 1.2
O 3.125320 5.202928 2.254432 -0.1 -2.0 -1.5
O 2.562190 4.247533 0.251126 -0.3 0.1 0.3
P 0.968580 4.681417 0.059177 -0.2 -0.2 0.0
O 1.169561 6.268824 -0.125161 0.3 0.1 -0.2
I 0.754646 3.975486 -2.301883 0.1 -0.1 0.0
H -4.199745 2.710151 0.556423 -0.3 0.2 0.2
H -4.287400 0.941355 0.421379 -0.2 -0.2 0.1
H -3.287029 1.850417 -0.659788 0.0 0.2 -0.3
H -2.627728 0.971824 2.093188 0.0 -0.2 0.3
H -2.692546 3.072998 2.679436 -0.2 0.1 0.3
H -0.850298 2.245629 0.044610 0.0 0.2 -0.3
H -1.504225 0.606505 -0.237728 0.0 0.0 -0.4
H -0.422795 -0.064309 1.743753 -0.3 0.0 0.3
H 0.926515 0.897200 -0.475210 -0.2 0.2 -0.3
H 1.107579 -0.594155 0.371324 0.3 -0.4 0.0
H 2.800580 0.310201 1.769656 0.3 0.0 0.3
H 3.022801 1.238745 0.268326 0.4 0.1 -0.1
H 0.364730 6.727798 0.121044 -0.3 0.3 0.1
C 1.559289 -5.763439 -0.554431 -0.2 0.1 0.1
C 1.500508 -4.744645 -1.674928 0.5 -0.1 0.2
O 0.148688 -4.455544 -2.097736 -0.1 0.0 0.0
S -0.736610 -3.526729 -1.164509 -0.1 -0.2 -0.4
C -2.036595 -3.230487 -2.310337 0.0 0.0 -0.1
O -0.021177 -2.310334 -0.918708 0.0 0.1 0.2
O -1.240742 -4.291002 -0.068698 0.0 0.1 0.2
H 1.130787 -5.369678 0.365612 0.0 0.0 0.0
H 2.595521 -6.037740 -0.357822 0.0 0.0 -0.1
H 1.000060 -6.659285 -0.821758 0.0 0.0 0.0
H 2.001909 -3.815771 -1.399357 -0.1 0.1 0.0
H 1.995062 -5.132520 -2.562113 -0.2 0.0 -0.1
H -1.642360 -2.672216 -3.154332 0.0 0.0 0.0
H -2.793474 -2.650041 -1.788506 0.0 0.0 0.1
H -2.446254 -4.185478 -2.626301 0.0 0.0 0.0
```
Forces are in eV/Å.


Record 5
Here is a cluster of 2 separate species, C9H21N3O3P in total at a distorted geometry from the Open Molecules 2025 dataset. Energies are from ωB97M-V/def2-TZVPD.

Charge   +1
Highest occupied orbital energy   -12.38 eV
Relative energy (zero: lowest compared OMol25 entry of this formula, charge and spin)   252.55 kJ/mol
LUMO energy   -3.976 eV

Structure (XYZ):
```
37
Properties=species:S:1:pos:R:3:forces:R:3
C 1.811800 -0.107058 2.573318 -0.6 -0.1 -0.8
C 1.086246 -1.572282 2.652715 -0.2 0.1 -1.0
C -0.135165 -1.527148 1.599351 0.0 0.2 2.3
N -1.346678 -0.986129 2.198374 1.9 -2.6 -7.1
C -2.293398 -1.004896 1.070726 2.2 -1.2 -1.3
P -4.034351 -0.345235 1.376295 -2.6 0.6 -1.8
N -4.837956 -0.340703 0.002710 1.6 0.8 2.2
O -3.841555 1.234278 2.064612 0.9 -2.9 -0.6
O -4.856672 -1.377959 2.464488 3.1 2.0 -0.7
C -1.598836 -1.563567 -0.185791 -1.0 1.5 4.2
N -0.208085 -1.894741 0.211026 -4.2 2.6 4.5
H 1.920880 0.398780 3.592268 0.1 -1.0 -1.5
H 1.138645 0.590808 1.932210 1.2 -1.1 1.1
H 2.790240 -0.241664 1.997323 -1.3 0.5 1.1
H 0.688563 -1.798623 3.719359 0.4 0.4 -2.0
H 1.777556 -2.434405 2.358334 -0.8 1.4 0.5
H -1.525716 -0.638892 3.149985 0.6 -0.4 -0.7
H -5.084301 0.652115 -0.160177 -0.1 -0.8 -0.2
H -3.043957 1.674245 1.683336 -0.8 -0.4 0.2
H -4.294704 -1.607198 3.247509 -0.8 0.1 -0.6
H -2.075436 -1.667229 -1.215793 1.0 0.1 1.7
H 0.567755 -2.264579 -0.356290 -0.6 0.3 0.5
C 3.362022 0.909262 -3.431111 0.0 0.1 0.0
C 2.732554 0.187909 -2.251432 0.2 0.1 -0.1
O 2.276089 1.063987 -1.226848 -0.1 -0.2 0.3
C 1.280489 2.009822 -1.601499 0.0 0.0 -0.1
C 0.004019 1.370267 -2.119037 0.0 -0.1 -0.1
H 4.201971 1.526421 -3.097391 -0.1 -0.1 0.0
H 3.725574 0.188446 -4.168209 0.0 0.1 0.1
H 2.651434 1.568556 -3.932256 0.0 -0.1 0.0
H 3.484935 -0.460304 -1.794115 -0.1 0.1 0.2
H 1.918711 -0.467526 -2.579677 -0.1 0.0 -0.1
H 1.688586 2.720047 -2.327225 -0.1 -0.1 0.0
H 1.046732 2.588840 -0.702814 0.2 -0.1 0.0
H 0.177066 0.783010 -3.022953 0.0 0.1 0.0
H -0.737734 2.137316 -2.354673 0.1 -0.1 0.0
H -0.417321 0.696030 -1.366647 0.0 0.1 0.0
```
Forces are in eV/Å.


Record 6
Here is a structure of composition C9H21N5O9Pb2 at a distorted geometry from the Open Molecules 2025 dataset. Energies are from ωB97M-V/def2-TZVPD.

Charge   +2
Highest occupied orbital energy   -13.12 eV
LUMO energy   -9.846 eV

Structure (XYZ):
```
46
Properties=species:S:1:pos:R:3:forces:R:3
Pb 15.955892 -1.376037 21.037499 0.0 1.9 -1.9
Pb 18.602552 2.619162 19.734060 0.1 -1.3 -1.1
N 15.267537 2.175450 20.089396 -0.9 -1.0 -0.4
O 16.184551 2.671896 19.380062 0.7 0.3 0.4
O 14.169298 2.600680 20.136711 -0.1 0.6 -0.1
O 15.526154 1.073150 20.732443 1.2 -1.3 0.7
N 17.080951 -0.169309 17.909833 -0.1 1.3 -0.7
O 16.554611 -0.244847 16.839374 -0.1 -0.4 0.1
O 16.848042 -1.055725 18.808443 -0.3 -0.7 1.6
O 17.894576 0.758636 18.145919 0.2 0.0 0.9
C 14.535720 0.455179 13.288239 1.5 -1.5 -0.1
C 13.419871 0.113577 14.245103 -0.2 1.3 -0.7
O 12.279125 0.431561 14.004206 -0.4 -0.4 0.2
N 13.814296 -0.522853 15.377529 0.9 -0.8 1.4
C 12.948942 -1.018010 16.430669 -1.3 0.2 -1.4
H 14.554382 -0.246035 12.445871 -0.8 0.2 -0.1
H 15.497231 0.124695 13.709854 0.1 0.7 0.3
H 14.591541 1.458132 12.884725 -0.3 0.1 0.3
H 14.752261 -0.386125 15.711427 0.1 -0.1 -0.7
H 12.859015 -0.303028 17.250102 0.1 -0.2 0.2
H 13.168356 -2.047547 16.712954 0.5 0.2 0.3
H 11.963525 -1.103845 15.961493 -0.1 0.2 0.3
C 22.907532 1.220510 18.889273 -1.1 0.3 -1.5
C 21.571180 0.534025 18.849283 0.5 -0.4 0.7
O 20.521449 1.140925 19.189752 -1.0 0.7 0.2
N 21.539993 -0.749599 18.541550 -0.1 0.0 0.1
C 20.307306 -1.510500 18.520404 0.0 -0.5 0.1
H 23.480025 0.877675 18.026405 0.5 -0.4 0.5
H 23.362304 1.109368 19.866950 0.3 0.1 -0.1
H 22.663452 2.243211 18.597876 0.4 0.3 0.7
H 22.411073 -1.244237 18.426799 0.1 0.1 -0.2
H 19.633798 -1.075715 17.787534 -0.2 0.0 0.2
H 19.880336 -1.568875 19.524879 -0.2 0.3 -0.1
H 20.494871 -2.543973 18.237300 0.3 0.1 -0.2
C 18.009773 -2.685403 14.027382 -0.5 0.1 -0.3
C 19.283183 -2.057015 14.500523 1.6 -0.5 -0.6
O 20.369748 -2.612983 14.438367 -0.2 -0.1 0.3
N 19.228791 -0.750888 14.882297 -1.3 0.2 0.4
C 20.367736 0.063277 15.222470 0.7 -0.8 -0.4
H 17.909114 -2.518762 12.950395 0.0 0.6 0.1
H 17.171281 -2.233976 14.561915 -0.3 -0.2 -0.3
H 17.972427 -3.771797 14.040672 0.3 0.0 0.8
H 18.314329 -0.367758 15.056148 0.1 0.1 -0.2
H 19.990417 1.005816 15.605732 0.3 0.1 0.1
H 21.043621 0.203011 14.374392 -0.4 0.3 -0.3
H 21.044304 -0.465008 15.903262 -0.4 0.1 0.4
```
Forces are in eV/Å.


Number 1: E_tot -2507.25903 Ha. Number 2: E_tot -3395.51994 Ha. Number 3: E_tot -2501.89615 Ha. Number 4: E_tot -2124.60420 Ha. Number 5: E_tot -1086.53701 Ha. Number 6: E_tot -1691.32878 Ha.